[1]
DFT (ωB97M-V/def2-TZVPD) results for C35H57CrN2O2P2 as an isolated structure in a non-equilibrium geometry.

Element x y z (Å)
C  1.3181  -1.2055  -2.4471
C  1.8726  1.1187  -2.3543
C  1.8840  -1.3151  -3.7123
C  2.5912  0.9714  -3.5687
C  2.5625  -0.2314  -4.2657
H  1.8167  -2.2702  -4.2392
H  3.1270  1.8281  -3.9617
H  3.0780  -0.3263  -5.2281
N  1.2589  -0.0095  -1.8077
P  1.0517  -2.3106  0.1177
P  0.4821  2.5161  -0.3766
C  0.6948  -2.3891  -1.7094
H  -0.3959  -2.3902  -1.8398
H  1.0644  -3.3432  -2.0984
C  1.7023  2.3446  -1.6581
H  2.2733  3.2043  -1.9960
C  -1.0890  3.1326  -1.2771
C  1.1045  3.8661  0.8123
C  -0.1107  -3.5573  0.9695
C  2.8647  -2.8904  0.1286
C  -2.3161  2.8740  -0.3891
H  -2.3328  3.5195  0.4981
H  -3.2201  3.0886  -0.9794
H  -2.3851  1.8299  -0.0684
C  -1.0227  4.6230  -1.6342
H  -1.0524  5.2701  -0.7501
H  -0.1411  4.8599  -2.2446
H  -1.9129  4.8694  -2.2351
C  -1.2397  2.3430  -2.5919
H  -2.2551  2.5067  -2.9926
H  -0.5122  2.6709  -3.3502
H  -1.1232  1.2628  -2.4459
C  -0.0365  4.3290  1.7320
H  -0.5041  3.4813  2.2531
H  0.3904  4.9864  2.5060
H  -0.8132  4.9007  1.2114
C  2.2189  3.3177  1.7122
H  1.8585  2.5473  2.3999
H  3.0654  2.9221  1.1411
H  2.5959  4.1484  2.3313
C  1.7097  5.0551  0.0538
H  0.9939  5.5717  -0.5909
H  2.0631  5.7864  0.7981
H  2.5706  4.7480  -0.5511
C  3.2860  -3.0771  1.5920
H  4.3711  -3.2540  1.6203
H  3.0934  -2.1772  2.1903
H  2.8049  -3.9423  2.0651
C  3.7857  -1.8421  -0.5244
H  3.6334  -1.7742  -1.6092
H  3.6854  -0.8451  -0.0915
H  4.8250  -2.1686  -0.3560
C  3.0928  -4.1845  -0.6724
H  4.1615  -4.4409  -0.5984
H  2.5281  -5.0411  -0.2965
H  2.8614  -4.0579  -1.7381
C  -1.5711  -3.2617  0.5908
H  -1.7766  -3.3873  -0.4804
H  -2.2292  -3.9582  1.1388
H  -1.8701  -2.2467  0.8805
C  -0.0086  -3.3892  2.4941
H  -0.3199  -2.3859  2.8187
H  -0.6913  -4.1141  2.9671
H  1.0012  -3.5804  2.8768
C  0.2067  -5.0114  0.6022
H  0.2045  -5.1826  -0.4817
H  1.1567  -5.3473  1.0348
H  -0.5762  -5.6540  1.0346
Cr  0.5228  0.1301  0.0225
C  1.9768  0.2794  1.1251
O  2.9412  0.3564  1.8091
N  -1.3595  -0.3051  -0.4473
C  -2.2604  -0.5005  -1.1877
C  -3.4226  -0.7421  -1.9181
C  -4.5543  -1.2767  -1.2550
C  -3.4508  -0.4578  -3.3048
C  -5.7097  -1.5240  -1.9964
H  -4.4989  -1.4805  -0.1852
C  -4.6202  -0.7017  -4.0186
H  -2.5535  -0.0576  -3.7847
C  -5.7364  -1.2363  -3.3645
H  -6.5844  -1.9417  -1.4901
H  -4.6471  -0.4717  -5.0874
H  -6.6506  -1.4326  -3.9396
C  1.0586  0.8720  4.7244
C  0.3478  -0.2059  3.9424
O  -0.3349  0.2882  2.7889
C  -1.5212  1.0750  2.9860
C  -2.7220  0.2241  3.3205
H  1.8601  1.3012  4.1222
H  1.5132  0.4477  5.6175
H  0.3641  1.6576  5.0230
H  1.0922  -0.9196  3.5683
H  -0.3374  -0.7887  4.5838
H  -1.3345  1.8505  3.7472
H  -1.6856  1.5870  2.0307
H  -2.5458  -0.3781  4.2151
H  -3.5877  0.8626  3.5092
H  -2.9648  -0.4425  2.4847

Output
Total charge   +1
LUMO level (alpha / beta)   -2.94 / -3.50 eV
HOMO energy (alpha / beta)   -8.9 / -8.8 eV
Multiplicity   5
ΔE to the lowest compared entry with this formula, charge and spin   0.0 kcal per mole



[2]
DFT (ωB97M-V/def2-TZVPD) results for C35H57N10PS2Sn as an isolated structure.

Element x y z (Å)
Sn  0.1414  -0.6058  0.1735
C  1.9833  0.4668  -2.2856
C  2.4891  -1.0075  -2.2812
N  3.0171  -1.4701  -1.0046
C  4.4275  -1.2958  -0.7436
C  4.8845  0.1560  -0.6783
S  4.1358  1.1551  0.6522
C  3.2697  2.4284  -0.3166
C  1.7682  2.2151  -0.6310
N  1.3301  0.9255  -1.0791
H  2.8395  1.1130  -2.5336
H  1.3050  0.5490  -3.1586
H  1.6296  -1.6372  -2.5163
H  3.2298  -1.1397  -3.0889
H  2.7772  -2.4419  -0.8714
H  4.6368  -1.7628  0.2233
H  5.0622  -1.7900  -1.5054
H  5.9623  0.1646  -0.5140
H  4.6750  0.6670  -1.6178
H  3.3686  3.3530  0.2580
H  3.8575  2.5522  -1.2282
H  1.2025  2.4429  0.2798
H  1.5461  3.0228  -1.3615
H  -0.7286  1.5504  -1.9827
N  -3.8863  3.1042  -0.9503
C  -2.8060  2.1525  -0.8978
S  -1.7539  2.3877  -2.3244
N  -2.7948  1.3199  0.0578
N  -2.0056  0.2684  0.3936
C  -3.7134  -1.5067  1.2635
C  -5.1208  -1.1300  1.2757
C  -6.0646  -1.6854  0.3759
C  -7.4197  -1.4130  0.4530
C  -7.9186  -0.5319  1.4099
C  -7.0071  0.0969  2.2527
C  -5.6514  -0.1836  2.1829
C  -3.3025  -2.8331  1.0815
C  -4.1798  -3.9895  1.1248
C  -3.6790  -5.2555  1.0347
C  -2.2881  -5.4666  0.9025
C  -1.5063  -4.3279  0.9195
N  -1.9557  -3.0855  1.0157
H  -3.5322  4.0488  -0.8456
H  -4.4908  2.8961  -0.1637
H  -5.6933  -2.3341  -0.4079
H  -8.1016  -1.8761  -0.2536
H  -8.9812  -0.3353  1.4919
H  -7.3653  0.8135  2.9861
H  -4.9843  0.3164  2.8758
H  -5.2358  -3.8415  1.2947
H  -4.3554  -6.1038  1.0937
H  -1.8621  -6.4578  0.8142
H  -0.4174  -4.4121  0.8566
C  -2.6968  -0.4032  1.5369
H  -1.9224  -0.7665  2.2159
H  -3.2374  0.3945  2.0480
N  0.8592  0.1214  2.0626
P  0.3593  0.2933  3.4875
N  -0.7170  1.5700  3.7830
C  -0.7420  2.6180  2.7329
C  -2.0396  3.4111  2.7822
C  -2.1933  4.1105  4.1395
C  -1.7666  3.1787  5.2955
C  -1.7009  1.7217  4.8384
N  -0.2288  -0.9869  4.4576
C  -1.6488  -1.2256  4.7837
C  -2.0386  -2.6876  4.6354
C  -1.1395  -3.5658  5.5051
C  0.3561  -3.2653  5.2349
C  0.5313  -2.2198  4.1401
N  1.7341  0.6599  4.4593
C  1.5696  0.9969  5.8552
C  2.9465  1.0500  6.5553
C  3.9586  0.2109  5.7774
C  4.1746  0.8374  4.3929
C  2.8384  1.3795  3.8444
H  -0.6175  2.1506  1.7601
H  0.1028  3.3146  2.8724
H  -2.8792  2.7404  2.5913
H  -2.0296  4.1440  1.9728
H  -3.2276  4.4401  4.2754
H  -1.5671  5.0083  4.1513
H  -2.4571  3.2610  6.1404
H  -0.7733  3.4603  5.6564
H  -2.7049  1.4072  4.5131
H  -1.4210  1.0870  5.6791
H  -2.3069  -0.6182  4.1639
H  -1.8219  -0.9364  5.8311
H  -1.9665  -2.9804  3.5900
H  -3.0853  -2.8024  4.9270
H  -1.3656  -4.6170  5.3124
H  -1.3713  -3.3722  6.5584
H  0.8768  -4.1746  4.9222
H  0.8395  -2.9053  6.1486
H  0.2339  -2.6338  3.1696
H  1.5813  -1.9407  4.0513
H  0.9341  0.2371  6.3144
H  1.0660  1.9734  5.9853
H  2.8573  0.7043  7.5884
H  3.3062  2.0843  6.5907
H  3.5590  -0.7997  5.6609
H  4.9048  0.1376  6.3220
H  4.5858  0.0929  3.7049
H  4.9010  1.6549  4.4633
H  2.7644  1.2357  2.7687
H  2.7663  2.4629  4.0561

Output
Total charge   -2
LUMO level   4.16 eV
HOMO energy   -0.2 eV
ΔE to the lowest compared entry with this formula, charge and spin   32.8 kcal per mole



[3]
DFT (ωB97M-V/def2-TZVPD) results for C35H59B2F5I2NbO14S5 as an isolated structure in a non-equilibrium geometry.

Element x y z (Å)
C  1.2243  1.8010  1.6135
C  0.4494  0.8977  1.6802
C  -0.4878  -0.1866  1.7392
Nb  0.1098  -2.0342  0.5037
C  -1.5797  -3.2910  1.3181
B  -2.9231  -2.5501  1.1432
O  -3.2248  -1.4302  1.8784
O  -3.8885  -2.9667  0.2231
B  -1.2595  -1.1035  -1.1616
O  -1.1555  0.2602  -1.5436
O  -2.1994  -1.8224  -1.8613
C  0.9503  -3.7086  -0.7904
I  2.8619  -3.2398  -1.7315
C  -0.0193  -4.2142  -1.9177
C  0.2859  -5.7074  -2.1859
I  0.2401  -3.2819  -3.8639
C  1.6182  -2.4508  2.2510
F  1.5860  -1.4888  3.2546
F  2.9103  -2.3655  1.7401
C  1.5181  -3.7814  2.9147
C  0.7988  -3.9416  4.0905
C  0.7058  -5.1658  4.7229
C  1.3484  -6.2822  4.2118
C  2.0947  -6.1244  3.0531
C  2.8250  -7.2985  2.4563
F  4.0244  -6.9725  1.9665
F  3.0030  -8.2939  3.3453
F  2.1208  -7.8367  1.4330
C  2.1712  -4.8989  2.4184
H  1.8594  2.6089  1.3717
H  -0.7151  -0.4776  2.7627
H  -1.4216  0.1732  1.3126
H  1.4092  -0.9685  -0.2083
H  -1.6014  -4.3053  0.9208
H  -1.3949  -3.3723  2.3984
H  -4.0823  -1.0836  1.6087
H  -3.8375  -2.4230  -0.5689
H  -1.7784  0.7777  -1.0169
H  -2.3570  -1.3702  -2.7019
H  1.1849  -4.5919  -0.2053
H  -1.0629  -4.1732  -1.6292
H  0.4129  -6.2531  -1.2549
H  1.1443  -5.8128  -2.8357
H  -0.5722  -6.1309  -2.7056
H  0.2810  -3.1033  4.5287
H  0.1215  -5.2594  5.6244
H  1.2851  -7.2487  4.6781
H  2.7625  -4.7837  1.5210
C  -6.9117  1.6496  -2.7457
C  -7.8054  0.4020  -2.6257
C  -6.8755  -0.8016  -2.3972
S  -5.4181  -0.1417  -1.5759
O  -4.2892  -0.2817  -2.4599
O  -5.3429  -0.6157  -0.2177
C  -5.9253  1.5594  -1.5906
H  -7.4863  2.5736  -2.7052
H  -6.3743  1.6298  -3.6960
H  -8.4820  0.5159  -1.7760
H  -8.4185  0.2559  -3.5144
H  -7.3215  -1.5648  -1.7644
H  -6.5526  -1.2439  -3.3374
H  -5.0198  2.1461  -1.6978
H  -6.4101  1.7831  -0.6399
C  7.7263  -2.7124  -2.9722
C  8.3874  -2.3163  -4.3008
C  7.2637  -2.0743  -5.3172
S  5.8301  -1.5515  -4.3610
O  4.8102  -2.5575  -4.4803
O  5.5566  -0.1634  -4.6276
C  6.5965  -1.7122  -2.7524
H  8.4360  -2.6976  -2.1464
H  7.3182  -3.7224  -3.0480
H  8.9627  -1.3986  -4.1615
H  9.0758  -3.0834  -4.6541
H  7.5121  -1.2942  -6.0321
H  6.9926  -2.9869  -5.8441
H  5.8520  -2.0426  -2.0301
H  6.9812  -0.7320  -2.4724
C  -0.1211  3.5578  -2.9438
C  -0.2951  2.5039  -4.0446
C  -1.5362  1.6768  -3.6887
S  -2.6060  2.7657  -2.7443
O  -2.7159  2.2582  -1.3967
O  -3.7847  3.0853  -3.5167
C  -1.5029  4.1704  -2.7234
H  0.6096  4.3174  -3.2195
H  0.2236  3.0739  -2.0272
H  -0.4430  3.0010  -5.0065
H  0.5830  1.8669  -4.1358
H  -2.0752  1.3366  -4.5691
H  -1.2864  0.8264  -3.0520
H  -1.6045  4.6943  -1.7784
H  -1.7850  4.8269  -3.5447
C  2.7303  0.3012  5.4288
C  3.5877  0.3090  6.7018
C  3.9611  1.7670  6.9974
S  2.6356  2.7706  6.3061
O  3.1803  3.5696  5.2379
O  1.8858  3.3793  7.3801
C  1.7030  1.4129  5.6091
H  2.2520  -0.6597  5.2674
H  3.3532  0.5130  4.5582
H  3.0072  -0.0965  7.5339
H  4.4780  -0.3092  6.5924
H  4.0344  1.9683  8.0634
H  4.8852  2.0572  6.5014
H  1.2377  1.7289  4.6759
H  0.9399  1.1344  6.3360
C  -2.2217  7.1144  1.0045
C  -1.9830  8.5916  0.6611
C  -2.4244  8.8018  -0.7936
S  -3.7054  7.5784  -1.1081
O  -3.2216  6.6485  -2.0965
O  -4.9771  8.2367  -1.2584
C  -3.6227  6.7897  0.4961
H  -2.1332  6.9265  2.0728
H  -1.4856  6.4913  0.4920
H  -2.5820  9.2206  1.3226
H  -0.9402  8.8738  0.7978
H  -2.8378  9.7925  -0.9629
H  -1.6117  8.6155  -1.4930
H  -3.8111  5.7239  0.3846
H  -4.3887  7.2431  1.1243

Output
Total charge   -1
LUMO level   1.77 eV
HOMO energy   -4.9 eV



[4]
DFT (ωB97M-V/def2-TZVPD) results for a 17-piece molecular cluster, C35H59B3Cl48FN3O10PS overall in a non-equilibrium geometry.

Element x y z (Å)
C  8.3948  2.0488  0.0406
C  8.2310  1.7303  -1.4223
C  6.7945  1.6147  -1.8648
C  5.9640  2.8712  -1.6075
C  5.0961  3.2572  -2.7831
C  4.1591  2.1650  -3.3143
C  2.7002  2.4214  -2.9059
C  2.4572  2.1959  -1.4152
C  1.0264  2.6429  -0.9948
C  -0.0822  1.5671  -0.9730
O  -0.0804  1.1103  -2.2889
B  0.1117  -0.2282  -2.5641
O  -0.8624  -1.0119  -3.1319
O  1.3142  -0.8092  -2.2999
N  -0.0079  0.5276  0.1145
O  1.1076  -0.1195  0.5848
B  1.8227  0.4938  1.6517
O  3.1206  0.8463  1.4325
O  1.2483  0.6140  2.8631
C  -1.1843  0.2101  0.5467
B  -1.7183  -0.8333  1.6565
N  -2.3065  -2.0272  1.1702
O  -1.6875  -0.5917  3.0077
C  -2.2798  1.0176  -0.1301
S  -3.4877  1.1779  1.2294
C  -2.8560  0.0914  -1.2138
C  -4.3815  0.0069  -1.3160
C  -4.9482  -1.1762  -0.5662
N  -6.3977  -1.0743  -0.4614
C  -1.4061  2.2263  -0.5846
C  -1.2901  3.3838  0.4047
F  -2.5185  3.9132  0.5902
C  -0.6938  3.0586  1.7676
C  -1.1305  4.1673  2.7511
P  -2.3581  3.0775  -1.9545
O  -1.9449  4.4666  -2.0914
O  -2.2476  2.3888  -3.4093
O  -3.9248  3.0629  -1.5750
H  8.3195  3.1026  0.2271
H  7.7165  1.5024  0.6584
H  9.3876  1.7587  0.3380
H  8.8041  2.4382  -1.9974
H  8.6878  0.7685  -1.5877
H  6.7934  1.3681  -2.9152
H  6.3673  0.8067  -1.2949
H  5.4243  2.7949  -0.6810
H  6.6637  3.6776  -1.4509
H  5.7375  3.6850  -3.5304
H  4.4510  4.0554  -2.4435
H  4.4487  1.2001  -2.9308
H  4.2354  2.1195  -4.3865
H  2.0574  1.8026  -3.5000
H  2.5095  3.4571  -3.1382
H  2.7256  1.2139  -1.0917
H  3.1322  2.8427  -0.8849
H  1.1439  3.0609  -0.0153
H  0.7147  3.3752  -1.7145
H  -0.5789  -1.3240  -3.9858
H  1.1309  -1.7338  -2.1493
H  3.2472  1.7745  1.6182
H  1.5894  1.3986  3.2849
H  -2.2918  -2.7638  1.8551
H  -1.8879  -2.3401  0.3144
H  -1.2221  -1.2960  3.4568
H  -3.0639  2.2087  1.9732
H  -2.4816  0.3337  -2.1848
H  -2.5207  -0.9152  -1.0504
H  -4.5966  -0.2024  -2.3519
H  -4.8996  0.9175  -1.0887
H  -4.6466  -2.0927  -1.0411
H  -4.5234  -1.2176  0.4273
H  -6.5784  -0.3104  0.1671
H  -6.7315  -1.8892  0.0227
H  -0.7047  4.1710  -0.0160
H  0.3749  3.1122  1.7718
H  -1.0427  2.1430  2.2060
H  -1.1304  5.1239  2.2843
H  -0.4527  4.1618  3.5801
H  -2.1185  3.9181  3.0874
H  -3.0932  2.0246  -3.6684
H  -4.4323  2.7491  -2.3156
C  0.9728  7.5940  1.3562
Cl  2.1235  8.0447  2.6031
Cl  1.1955  5.8952  0.8864
Cl  -0.6794  7.8902  1.8910
H  1.1576  8.2058  0.4849
C  -0.4443  -4.2745  4.0060
Cl  -0.1031  -2.8400  4.9631
Cl  -2.1804  -4.5729  3.8887
Cl  0.2643  -4.0749  2.4174
H  0.0201  -5.1236  4.4857
C  -2.1913  -2.8360  8.3833
Cl  -0.6797  -1.9201  8.3845
Cl  -2.3444  -3.7906  6.9043
Cl  -2.2927  -3.8658  9.8069
H  -3.0105  -2.1334  8.4147
C  3.8794  -4.4334  3.4960
Cl  2.6655  -5.5417  4.0904
Cl  4.2350  -3.2732  4.7862
Cl  5.2876  -5.2916  2.9131
H  3.4547  -3.8967  2.6587
C  3.2971  -6.2689  -0.9319
Cl  2.9314  -6.0140  0.7737
Cl  4.2270  -7.7432  -1.1570
Cl  1.8126  -6.3138  -1.8922
H  3.8880  -5.4396  -1.2761
C  -7.4501  -4.3870  1.1280
Cl  -7.5684  -4.5016  -0.6283
Cl  -5.7715  -4.1602  1.6264
Cl  -8.4689  -3.0826  1.7378
H  -7.7989  -5.3161  1.5543
C  -6.8056  -6.3275  4.8880
Cl  -5.2844  -5.4286  4.9188
Cl  -6.9610  -7.2484  3.3897
Cl  -6.9258  -7.3908  6.2842
H  -7.6168  -5.6155  4.9332
C  -2.9966  6.7624  -3.8496
Cl  -2.5558  8.1729  -2.8910
Cl  -4.6847  6.3264  -3.5775
Cl  -2.7016  7.0633  -5.5739
H  -2.3809  5.9320  -3.5280
C  7.7572  -1.5464  -4.9144
Cl  6.3737  -0.4778  -5.1418
Cl  9.2179  -0.6092  -4.6183
Cl  7.4748  -2.6678  -3.5868
H  7.8980  -2.1182  -5.8197
C  1.4368  -8.1486  -5.0988
Cl  1.4052  -9.7737  -4.4229
Cl  2.6565  -8.0203  -6.3688
Cl  -0.1554  -7.6955  -5.7085
H  1.7085  -7.4596  -4.3157
C  4.3577  -0.1884  6.9760
Cl  2.9793  -0.3185  8.0715
Cl  4.6343  1.4960  6.5440
Cl  5.7978  -0.9065  7.6999
H  4.1205  -0.7350  6.0755
C  2.7281  12.4049  2.5205
Cl  3.4699  13.1446  1.1041
Cl  1.4176  11.3214  2.0469
Cl  3.9322  11.5408  3.4781
H  2.3101  13.1900  3.1323
C  -10.5031  0.4521  1.4154
Cl  -10.5957  2.2015  1.6012
Cl  -9.0658  -0.0069  0.4998
Cl  -10.5161  -0.3463  2.9896
H  -11.3712  0.1239  0.8637
C  -10.2084  -10.0110  3.4667
Cl  -9.6845  -11.0971  2.1815
Cl  -9.2245  -10.2327  4.9127
Cl  -10.1489  -8.3310  2.9247
H  -11.2319  -10.2486  3.7142
C  5.7008  -5.5835  -7.5253
Cl  6.7340  -5.5704  -6.0913
Cl  5.1944  -3.9457  -7.9423
Cl  6.5281  -6.3449  -8.8802
H  4.8166  -6.1624  -7.3008
C  -0.0578  4.1511  -5.9830
Cl  1.3615  5.1503  -6.2981
Cl  -0.5058  3.2342  -7.4205
Cl  0.2033  3.0872  -4.6074
H  -0.8798  4.8019  -5.7236

Output
Total charge   +1
LUMO level   -3.37 eV
HOMO energy   -11.4 eV